(1)
Entry from the OMol25 dataset: an isolated molecule of C2H2N4 in a non-equilibrium geometry (ωB97M-V/def2-TZVPD).

Properties
multiplicity	1
SMILES string	c1cnnnn1
gap between HOMO and LUMO	9.68	eV
HOMO	-10.02	eV

Each line ends with the Löwdin charge.
Atoms and positions in Å:
C -0.953 -0.308 0.023  -0.1443
C -0.126 0.920 -0.065  -0.1286
N 1.161 0.848 -0.084  0.0085
N 1.740 -0.335 0.119  -0.0304
N 1.074 -1.412 -0.092  -0.0041
N -0.292 -1.370 -0.111  0.0060
H -2.092 -0.381 0.378  0.1515
H -0.514 2.039 -0.168  0.1414

(2)
Entry from the OMol25 dataset: a 13-piece molecular cluster, C42H118N8O13 overall in a non-equilibrium geometry (ωB97M-V/def2-TZVPD).

Properties
multiplicity	1
gap between HOMO and LUMO	9.26	eV
HOMO	-8.92	eV

Each line ends with the Löwdin charge.
Atoms and positions in Å:
C 6.112 -4.978 -0.416  -0.0341
C 5.813 -3.660 -1.127  -0.4328
C 4.361 -3.313 -1.375  -0.2074
O 3.565 -4.163 -2.166  -0.2010
C 4.023 -4.263 -3.510  -0.0734
N 6.543 -2.509 -0.546  0.0321
H 5.604 -5.767 -0.974  0.0802
H 5.777 -4.987 0.621  0.0669
H 7.182 -5.178 -0.477  0.0796
H 6.300 -3.767 -2.109  0.1174
H 4.239 -2.298 -1.778  0.0947
H 3.855 -3.159 -0.413  0.1174
H 3.317 -4.873 -4.074  0.0876
H 5.018 -4.706 -3.489  0.0848
H 4.027 -3.310 -4.054  0.0836
H 6.506 -1.768 -1.264  0.0313
H 7.513 -2.816 -0.527  0.0829
C -7.471 4.327 4.344  -0.0683
C -8.032 3.053 3.730  -0.4251
C -6.962 1.994 3.537  -0.2158
O -5.978 2.444 2.625  -0.1813
C -5.118 1.408 2.217  -0.1087
N -9.098 2.595 4.674  0.0221
H -7.137 4.204 5.380  0.0774
H -8.095 5.216 4.311  0.0764
H -6.523 4.561 3.843  0.0717
H -8.549 3.267 2.793  0.1409
H -7.440 1.103 3.111  0.1240
H -6.469 1.843 4.506  0.1315
H -4.540 0.961 3.036  0.0649
H -4.473 1.762 1.416  0.0711
H -5.765 0.614 1.813  0.0806
H -8.649 2.384 5.568  0.0628
H -9.285 1.633 4.359  0.0626
C -1.134 3.279 -5.369  -0.0566
C -0.025 3.240 -4.279  -0.4163
C 0.231 1.882 -3.663  -0.2152
O 0.819 1.049 -4.633  -0.1720
C 1.289 -0.173 -4.102  -0.0785
N 1.218 3.798 -4.851  0.0319
H -2.036 2.810 -4.961  0.0655
H -0.829 2.707 -6.243  0.0776
H -1.380 4.313 -5.602  0.0732
H -0.330 3.929 -3.485  0.1197
H -0.676 1.437 -3.230  0.1152
H 0.807 2.020 -2.737  0.1171
H 0.415 -0.762 -3.806  0.0921
H 1.991 -0.045 -3.278  0.0589
H 1.826 -0.706 -4.886  0.0912
H 0.986 4.289 -5.711  0.0600
H 1.692 2.998 -5.283  0.0608
C 4.824 1.527 -3.608  -0.0327
C 5.167 0.058 -3.235  -0.4214
C 5.786 -0.679 -4.427  -0.2137
O 4.744 -1.068 -5.294  -0.1774
C 5.265 -1.655 -6.454  -0.1247
N 6.028 0.008 -2.065  0.0348
H 3.968 1.538 -4.289  0.0728
H 5.635 2.007 -4.158  0.0806
H 4.555 2.061 -2.698  0.0638
H 4.195 -0.409 -3.059  0.0975
H 6.347 -1.569 -4.118  0.1231
H 6.546 0.002 -4.834  0.1264
H 4.618 -1.581 -7.332  0.0898
H 5.520 -2.719 -6.382  0.0876
H 6.167 -1.146 -6.816  0.0883
H 5.616 0.629 -1.369  0.0791
H 6.922 0.487 -2.172  0.0991
C 5.779 -2.934 4.677  -0.0707
C 5.397 -2.788 3.219  -0.4362
C 4.054 -2.094 3.020  -0.2062
O 3.013 -2.938 3.501  -0.1878
C 2.469 -3.779 2.505  -0.1056
N 6.529 -2.096 2.527  0.0332
H 6.825 -3.237 4.734  0.0734
H 5.234 -3.771 5.121  0.0762
H 5.644 -2.036 5.281  0.0793
H 5.397 -3.790 2.778  0.1208
H 3.916 -1.793 1.973  0.1018
H 4.011 -1.150 3.576  0.1223
H 3.232 -4.400 2.032  0.0824
H 1.880 -3.193 1.790  0.0676
H 1.705 -4.391 2.989  0.0907
H 6.372 -2.174 1.514  0.0127
H 6.436 -1.115 2.787  0.0633
C -2.649 1.885 5.075  -0.0620
C -1.377 2.579 5.554  -0.4025
C -0.175 2.311 4.658  -0.2273
O 0.057 0.921 4.556  -0.1786
C 1.039 0.679 3.534  -0.0996
N -1.599 4.038 5.462  0.0443
H -3.537 2.156 5.657  0.0787
H -2.647 0.793 5.132  0.0559
H -2.894 2.240 4.071  0.0578
H -1.121 2.226 6.556  0.1399
H 0.730 2.830 5.001  0.1308
H -0.362 2.774 3.674  0.1118
H 0.695 1.004 2.557  0.0514
H 1.144 -0.405 3.602  0.0862
H 1.992 1.112 3.841  0.0849
H -1.827 4.210 4.486  0.0336
H -2.436 4.322 5.959  0.0733
C 0.356 -4.291 -0.848  -0.0549
C -0.214 -5.100 -2.026  -0.4196
C -0.832 -4.152 -3.090  -0.2017
O -1.948 -3.397 -2.697  -0.2005
C -3.047 -4.166 -2.249  -0.0902
N 0.874 -5.843 -2.660  0.0521
H -0.396 -3.680 -0.336  0.0570
H 1.059 -3.580 -1.289  0.0621
H 0.840 -4.956 -0.135  0.0818
H -0.959 -5.790 -1.625  0.1245
H -1.074 -4.782 -3.954  0.1218
H -0.034 -3.476 -3.400  0.1184
H -2.733 -4.798 -1.415  0.0789
H -3.411 -4.809 -3.056  0.0956
H -3.851 -3.510 -1.928  0.0746
H 1.030 -6.643 -2.058  0.0764
H 1.728 -5.299 -2.653  0.0315
C -1.280 0.914 0.748  -0.0338
C -1.299 -0.053 -0.419  -0.3781
C 0.015 -0.817 -0.552  -0.1922
O 1.072 0.078 -0.817  -0.1898
C 2.329 -0.509 -0.648  -0.1076
N -2.412 -0.989 -0.224  0.0787
H -2.140 1.580 0.824  0.0571
H -0.396 1.552 0.652  0.0700
H -1.203 0.438 1.730  0.0713
H -1.445 0.521 -1.338  0.1253
H -0.057 -1.605 -1.315  0.1061
H 0.234 -1.386 0.366  0.1240
H 2.509 -1.164 -1.516  0.0637
H 2.459 -1.173 0.208  0.0741
H 3.135 0.223 -0.706  0.0881
H -2.227 -1.522 0.628  0.0516
H -2.301 -1.690 -0.962  0.0737
C -3.173 -1.757 3.473  -0.0701
C -1.903 -2.467 3.036  -0.3069
O -2.125 -3.200 1.840  -0.0988
H -3.949 -2.511 3.643  0.0812
H -3.489 -1.020 2.736  0.0575
H -3.062 -1.257 4.437  0.0661
H -1.528 -3.128 3.826  0.1153
H -1.111 -1.724 2.905  0.0964
H -2.951 -3.681 1.957  0.0905
C -7.188 -0.113 -1.533  -0.0805
C -5.939 -0.780 -0.973  -0.2828
O -4.938 0.244 -0.866  -0.1506
H -7.126 0.140 -2.592  0.0758
H -7.511 0.776 -0.994  0.0771
H -8.001 -0.845 -1.465  0.0720
H -5.555 -1.565 -1.624  0.1022
H -6.148 -1.097 0.053  0.1017
H -4.090 -0.161 -0.593  0.0347
C -3.684 4.611 -2.589  -0.0757
C -3.758 3.171 -2.108  -0.3379
O -4.960 3.017 -1.358  -0.0987
H -3.925 5.333 -1.808  0.0706
H -4.509 4.708 -3.300  0.0774
H -2.763 4.882 -3.101  0.0562
H -2.880 2.768 -1.590  0.0896
H -3.886 2.512 -2.977  0.1043
H -5.005 2.089 -1.068  0.0290
C -2.390 4.272 1.524  -0.0787
C -2.650 5.755 1.763  -0.3097
O -2.033 6.176 2.968  -0.0804
H -2.953 3.736 2.292  0.0599
H -1.317 4.076 1.524  0.0712
H -2.839 3.892 0.602  0.0577
H -3.723 5.934 1.837  0.1143
H -2.345 6.375 0.911  0.1079
H -1.089 5.998 2.889  0.0830
C 2.692 2.888 1.654  -0.0758
C 2.444 3.198 0.184  -0.3158
O 2.043 4.561 0.059  -0.0735
H 1.780 3.096 2.210  0.0597
H 3.533 3.442 2.070  0.0820
H 2.942 1.838 1.816  0.0595
H 1.648 2.531 -0.161  0.0839
H 3.325 3.026 -0.440  0.0998
H 1.838 4.734 -0.865  0.0795

(3)
Entry from the OMol25 dataset: an isolated ion of composition C10H20N3 and charge +1 in a non-equilibrium geometry (ωB97M-V/def2-TZVPD).

Properties
multiplicity	1
SMILES string	[H]/N=N/[C@@H]1[NH2+]C[C@@H]2CC[C@@]1(C)C2(C)C
gap between HOMO and LUMO	9.76	eV
net charge	+1
HOMO	-13.21	eV

Each line ends with the Löwdin charge.
Atoms and positions in Å:
H 4.210 1.041 -0.014  0.1051
N 3.431 0.767 0.623  0.1219
N 2.796 -0.113 0.021  -0.0116
C 1.411 -0.385 0.511  -0.2139
N 1.056 -1.793 0.261  0.0914
C -0.347 -2.108 0.505  -0.0878
C -1.300 -1.027 -0.094  -0.2447
C -0.964 -0.975 -1.646  -0.1202
C 0.159 0.058 -1.684  -0.1103
C 0.329 0.568 -0.237  -0.4229
C 0.916 1.901 -0.277  -0.0632
C -0.986 0.336 0.425  -0.4494
C -2.126 1.375 -0.112  0.0289
C -1.015 0.563 1.984  -0.0030
H 1.473 -0.165 1.514  0.1156
H 1.750 -2.329 0.856  0.2172
H 1.384 -2.023 -0.701  0.1796
H -0.478 -2.179 1.595  0.1385
H -0.712 -3.119 -0.043  0.1904
H -2.304 -1.434 0.140  0.1651
H -1.842 -0.681 -2.161  0.1025
H -0.690 -2.054 -1.891  0.1293
H 1.118 -0.565 -1.982  0.1463
H -0.220 0.870 -2.465  0.1773
H 1.609 2.307 0.483  0.0891
H 0.216 2.706 -0.428  0.0874
H 1.584 2.144 -1.201  0.1316
H -2.073 2.415 0.056  0.0762
H -3.150 0.914 0.092  0.1286
H -1.932 1.233 -1.103  0.0243
H -0.996 1.624 2.135  0.0801
H -0.274 0.033 2.637  0.0857
H -2.030 0.097 2.200  0.1147

(4)
Entry from the OMol25 dataset: C26H34BrCsN8OS2 as an isolated structure in a non-equilibrium geometry (ωB97M-V/def2-TZVPD).

Properties
multiplicity	1
gap between HOMO and LUMO	6.74	eV
HOMO	-6.95	eV

Each line ends with the Löwdin charge.
Atoms and positions in Å:
Cs 0.632 -1.141 0.566  0.9308
N 3.968 -1.161 -0.532  0.0044
C 4.474 0.173 -0.132  -0.2610
C 4.566 0.263 1.373  -0.2348
N 3.333 0.149 2.072  -0.2209
C 2.591 1.403 2.302  -0.1584
C 2.554 2.399 1.094  -0.2287
N 1.773 1.877 -0.023  -0.0294
C 3.424 -0.604 3.255  -0.2139
C 2.112 -1.282 3.869  -0.2372
N 1.685 -2.442 3.057  -0.1175
H 4.612 -1.898 -0.184  0.0838
H 3.851 -1.180 -1.515  0.0187
H 3.690 0.901 -0.442  0.0787
H 5.424 0.547 -0.583  0.1207
H 5.046 1.219 1.634  0.1242
H 5.282 -0.453 1.754  0.1124
H 3.076 1.940 3.093  0.1097
H 1.632 1.002 2.616  0.0653
H 3.593 2.405 0.768  0.0872
H 2.251 3.383 1.416  0.1098
H 1.913 2.584 -0.783  0.1021
H 0.738 1.933 0.057  0.0323
H 3.844 -0.005 4.124  0.1335
H 4.124 -1.412 3.026  0.1124
H 1.292 -0.550 3.949  0.0728
H 2.377 -1.687 4.868  0.1120
H 0.889 -2.888 3.461  0.0502
H 2.460 -3.107 3.131  0.0782
S -2.234 3.528 -0.467  0.9692
C -1.488 3.410 -1.978  -0.4803
C -1.085 2.140 -2.255  -0.2762
C -1.272 1.139 -1.222  -0.2153
C -1.835 1.805 -0.162  -0.5482
C -2.041 1.520 1.308  -0.3142
C -3.199 1.970 1.925  -0.0867
C -3.368 1.951 3.279  -0.0807
C -2.362 1.514 4.065  -0.0918
C -1.261 0.953 3.478  -0.1200
N -1.092 0.931 2.115  0.0395
H -1.371 4.229 -2.663  0.0542
H -0.486 1.945 -3.105  0.0611
H -4.067 2.166 1.320  0.1040
H -4.279 2.369 3.746  0.1267
H -2.518 1.556 5.116  0.0979
H -0.499 0.456 4.022  0.0712
O -6.460 -0.664 0.535  0.0811
C -5.239 -1.209 0.644  -0.3180
C -4.318 -0.878 -0.305  -0.0177
C -3.030 -1.400 -0.230  -0.1557
N -2.666 -2.205 0.767  0.0077
C -3.606 -2.579 1.635  -0.7944
Br -3.111 -3.714 3.013  0.7753
C -4.905 -2.084 1.706  -0.0352
H -6.665 -0.290 -0.314  0.1056
H -4.475 -0.102 -1.041  0.1233
H -2.344 -1.054 -1.034  0.0759
H -5.552 -2.298 2.535  0.1028
N -2.497 -0.709 -5.621  0.0862
C -1.275 -1.111 -6.148  -0.8194
S -1.107 -1.316 -7.734  0.7116
C -0.143 -1.261 -5.154  -0.2235
C 1.077 -1.748 -5.628  -0.0597
C 2.155 -1.838 -4.769  -0.1293
N 2.223 -1.258 -3.546  0.0668
C 1.041 -0.827 -3.117  -0.1542
C -0.195 -0.846 -3.834  -0.0059
H -3.251 -0.687 -6.284  0.0838
H -2.609 -0.728 -4.648  0.0655
H 1.139 -2.252 -6.612  0.0919
H 3.051 -2.222 -5.191  0.0942
H 1.015 -0.303 -2.071  0.0441
H -1.003 -0.365 -3.371  0.0495

Listing lowest unoccupied orbital energy for the structures above in their given order: -0.0124; 0.0125; -0.1268; -0.0078 Ha.
Listing E_tot for the structures above in their given order: -8062.7632; -84000.6087; -15155.0583; -133740.1551 eV.
Listing ΔE to the lowest compared entry with this formula, charge and spin for the structures above in their given order: 325.03; 48.98; 387.70; 51.12 kJ/mol.